Entry 1:
Below is an isolated ion of composition C5H10FN2O and charge +1 at a distorted geometry, with properties calculated with ωB97M-V/def2-TZVPD.

For the energy, the calculation gives -13080.2232 eV. Its energy above the lowest of the compared OMol25 structures with the same formula, charge and spin is 18.38 kcal/mol. Its max |F| is 9.43 eV/Å.

Geometry as ORCA input:
```
! RIJCOSX wB97M-V def2-TZVPD def2/J DEFGRID3
* xyz 1 3
C -1.65825 1.34191 0.54750
C -1.44179 -0.65594 -0.41873
C -0.04347 0.00432 -0.35531
C 2.31841 -0.37019 0.24059
C 0.89724 -0.90649 0.37282
N -0.35827 1.23796 0.51054
N -2.33983 0.44431 -0.12413
O 0.29916 0.41470 -1.59424
F -1.58867 -1.58723 0.57142
H -2.10837 2.27380 0.91071
H -1.67505 -1.16642 -1.44480
H 2.60320 0.67327 0.69479
H 2.64667 -0.45267 -0.78731
H 2.95317 -1.02971 0.63289
H 0.47443 -0.93516 1.46996
H 0.83396 -2.03550 0.04280
H 0.24539 2.04176 0.70889
H -3.28560 0.33792 -0.19120
H 1.22767 0.36937 -1.78719
*
```

Entry 2:
Below is one molecule with the formula C5H10FNO at a distorted geometry, with properties calculated with ωB97M-V/def2-TZVPD.

For the energy, the calculation gives -11601.4143 eV. Its energy above the lowest of the compared OMol25 structures with the same formula, charge and spin is 10.18 kcal/mol. As for the structure (SMILES): CNC(=O)C(C)(C)F. Its max |F| is 4.22 eV/Å.

Geometry as ORCA input:
```
! RIJCOSX wB97M-V def2-TZVPD def2/J DEFGRID3
* xyz 0 1
C 2.79827 0.31940 -0.33137
N 1.37192 -0.08764 -0.52257
C 0.44576 0.77508 -0.00591
O 0.67023 1.85397 0.49910
C -1.19477 0.06550 -0.03941
C -1.87981 0.39161 1.24992
C -1.22919 -1.31141 -0.52253
F -1.76137 0.83574 -1.15175
H 2.86407 0.91143 0.55597
H 3.40954 -0.52060 -0.27673
H 3.01548 0.98714 -1.14465
H 1.20787 -0.84718 -1.11083
H -1.31826 0.05210 2.04859
H -2.89684 -0.07527 1.26631
H -1.94559 1.42469 1.32616
H -2.29232 -1.78588 -0.57221
H -0.58506 -1.74577 0.27230
H -0.67994 -1.24289 -1.54039
*
```

Entry 3:
Below is one molecule with the formula C5H10FNO at a distorted geometry, with properties calculated with ωB97M-V/def2-TZVPD.

For the energy, the calculation gives -11600.9953 eV. Its energy above the lowest of the compared OMol25 structures with the same formula, charge and spin is 19.85 kcal/mol. As for the structure (SMILES): N[C@]1(CCO)C[C@@H]1F. Its max |F| is 1.94 eV/Å.

Geometry as ORCA input:
```
! RIJCOSX wB97M-V def2-TZVPD def2/J DEFGRID3
* xyz 0 1
N 0.12431 1.38117 0.16935
C 0.27674 -0.04384 -0.01002
C -0.83332 -0.73163 -0.73045
C -2.14020 -0.61336 0.03139
O -2.60010 0.68540 0.12099
C 1.04697 -0.77627 1.08796
C 1.65056 -0.54005 -0.26558
F 2.58414 0.42632 -0.36109
H 0.88831 1.81064 0.65276
H 0.10219 1.78106 -0.78718
H -0.96269 -0.22296 -1.71721
H -0.56682 -1.73226 -0.93556
H -2.91056 -1.15051 -0.53530
H -2.12864 -1.04148 1.10189
H -1.82848 1.24032 0.33653
H 1.41282 -0.21257 1.92798
H 0.80383 -1.82203 1.29496
H 1.85888 -1.40763 -0.92217
*
```

Entry 4:
Below is a 2-piece molecular cluster, C5H10FNSi overall at a distorted geometry, with properties calculated with ωB97M-V/def2-TZVPD.

For the energy, the calculation gives -17430.7392 eV. Its energy above the lowest of the compared OMol25 structures with the same formula, charge and spin is 58.20 kcal/mol. Its max |F| is 4.99 eV/Å.

Geometry as ORCA input:
```
! RIJCOSX wB97M-V def2-TZVPD def2/J DEFGRID3
* xyz 0 1
C 1.72449 1.85145 -1.91566
C -0.31429 1.77918 0.30908
C -0.79753 -1.96744 0.47404
C 1.86256 0.54427 -1.48907
C 0.76674 0.75571 0.64053
N 1.43057 2.79666 -2.50666
F -0.65903 -0.28721 2.64798
Si 0.30280 -0.81423 1.44204
H -0.92642 1.33128 -0.46631
H 0.01030 2.73827 -0.08477
H -0.95691 2.03046 1.15018
H -0.69179 -2.94011 0.81362
H -1.88069 -1.80899 0.51588
H -0.47830 -1.88598 -0.57286
H 2.57838 0.20150 -0.75660
H 1.32221 -0.21200 -1.89006
H 1.61954 1.28198 0.92000
H 1.53348 -1.59826 1.97051
*
```

Entry 5:
Below is an isolated ion of composition C5H10IN2 and charge +1 at a distorted geometry, with properties calculated with ωB97M-V/def2-TZVPD.

For the energy, the calculation gives -16420.6365 eV. Its energy above the lowest of the compared OMol25 structures with the same formula, charge and spin is 15.61 kcal/mol. As for the structure (SMILES): CN1CC[N+](C)=C1I. Its max |F| is 4.60 eV/Å.

Geometry as ORCA input:
```
! RIJCOSX wB97M-V def2-TZVPD def2/J DEFGRID3
* xyz 1 1
C 0.50039 2.53317 -0.07418
N 0.32249 1.11218 -0.23458
C 1.36252 0.25103 0.30961
C 0.85507 -1.20052 0.19800
N -0.56414 -0.97519 -0.17237
C -1.47741 -2.01129 -0.04212
C -0.79860 0.40003 -0.39724
I -2.60980 1.09008 -1.19847
H 0.51726 2.58566 1.04764
H 1.43055 2.66820 -0.53032
H -0.41931 2.89859 -0.54281
H 1.44025 0.51701 1.37762
H 2.32907 0.55042 -0.10840
H 1.29689 -1.73238 -0.63997
H 1.05520 -1.74091 1.07385
H -2.39797 -1.82157 -0.67256
H -1.76875 -2.13422 1.02710
H -1.07371 -2.99028 -0.42081
*
```

Entry 6:
Below is a 2-piece molecular cluster, C5H10IN2 overall at a distorted geometry, with properties calculated with ωB97M-V/def2-TZVPD.

For the energy, the calculation gives -16414.5930 eV. Its energy above the lowest of the compared OMol25 structures with the same formula, charge and spin is 52.15 kcal/mol. Its max |F| is 4.38 eV/Å.

Geometry as ORCA input:
```
! RIJCOSX wB97M-V def2-TZVPD def2/J DEFGRID3
* xyz 1 3
C 2.91192 -0.62527 -1.91889
C -0.03154 1.11570 1.76800
C 0.18038 1.25617 0.23258
C -0.92549 0.44411 -0.56591
C -1.50037 -1.79524 -0.10063
N 1.86833 -0.79309 -1.46444
N -0.61972 -0.91955 -0.47401
I -1.26360 -3.76120 0.51488
H 3.88151 -0.38292 -1.94603
H -1.11877 1.48418 1.98934
H -0.28275 0.05558 2.06573
H 0.59245 1.81607 2.46512
H 1.16507 0.91351 0.04718
H 0.06305 2.24806 -0.16472
H -1.94871 0.74007 -0.17904
H -0.83618 0.62123 -1.74406
H -2.57645 -1.45628 -0.01234
H 0.44085 -0.96113 -0.51276
*
```

Entry 7:
Below is a 2-piece molecular cluster, C5H10IN2O overall at a distorted geometry, with properties calculated with ωB97M-V/def2-TZVPD.

For the energy, the calculation gives -18465.8684 eV. Its energy above the lowest of the compared OMol25 structures with the same formula, charge and spin is 53.54 kcal/mol. Its max |F| is 3.95 eV/Å.

Geometry as ORCA input:
```
! RIJCOSX wB97M-V def2-TZVPD def2/J DEFGRID3
* xyz 1 1
C 1.78308 -1.56937 -0.02923
C 1.02380 -0.51347 0.23167
C 1.04529 -2.94687 -0.01870
C -1.54452 3.29328 0.14516
C -2.62090 1.13103 0.11327
N 3.07648 -1.61175 -0.55050
N -1.59433 1.88885 0.10251
O 0.31954 0.40751 0.62238
I -2.46231 -0.90586 0.24811
H 1.76262 -3.53372 0.52205
H 0.91047 -3.27845 -1.12214
H 0.10142 -2.84232 0.56511
H -2.19569 3.55698 0.93653
H -0.47437 3.54502 0.14598
H -1.90642 3.70371 -0.88603
H -3.62129 1.54321 0.06606
H 3.62986 -0.83993 -0.69101
H 3.43672 -2.50940 -0.76873
H -0.66944 1.48157 0.36748
*
```

Please write out number 5 again, unchanged.
Below is an isolated ion of composition C5H10IN2 and charge +1 at a distorted geometry, with properties calculated with ωB97M-V/def2-TZVPD.

For the energy, the calculation gives -16420.6365 eV. Its energy above the lowest of the compared OMol25 structures with the same formula, charge and spin is 15.61 kcal/mol. As for the structure (SMILES): CN1CC[N+](C)=C1I. Its max |F| is 4.60 eV/Å.

Geometry as ORCA input:
```
! RIJCOSX wB97M-V def2-TZVPD def2/J DEFGRID3
* xyz 1 1
C 0.50039 2.53317 -0.07418
N 0.32249 1.11218 -0.23458
C 1.36252 0.25103 0.30961
C 0.85507 -1.20052 0.19800
N -0.56414 -0.97519 -0.17237
C -1.47741 -2.01129 -0.04212
C -0.79860 0.40003 -0.39724
I -2.60980 1.09008 -1.19847
H 0.51726 2.58566 1.04764
H 1.43055 2.66820 -0.53032
H -0.41931 2.89859 -0.54281
H 1.44025 0.51701 1.37762
H 2.32907 0.55042 -0.10840
H 1.29689 -1.73238 -0.63997
H 1.05520 -1.74091 1.07385
H -2.39797 -1.82157 -0.67256
H -1.76875 -2.13422 1.02710
H -1.07371 -2.99028 -0.42081
*
```

> Among the records above, which one has the lowest energy above the lowest of the compared OMol25 structures with the same formula, charge and spin?

number 2